[1]
C7H17N | ωB97M-V with the def2-TZVPD basis set

CARTESIAN COORDINATES (ANGSTROEM)
C  -0.06647  0.45368  -0.08719
C  0.02335  -0.38498  -1.17488
C  -0.69333  -1.79273  0.73233
C  -1.38243  1.06317  0.29892
C  1.10525  0.78309  0.78912
C  0.39580  1.97746  -1.92455
C  -0.38641  -1.75695  2.20442
N  1.12923  -0.99406  -1.65571
H  -0.88330  -0.58841  -1.72680
H  1.09351  -1.38946  -2.57819
H  2.03610  -0.68369  -1.35115
H  -0.16054  -2.56561  0.18475
H  -1.75495  -1.77833  0.49081
H  -1.70001  0.69746  1.27772
H  1.38223  1.83105  0.66362
H  -1.28791  2.14841  0.36001
H  -2.16315  0.83271  -0.42547
H  1.98356  0.17025  0.58471
H  0.83951  0.62984  1.83582
H  -0.21039  1.83660  -2.81750
H  0.14988  2.89487  -1.39558
H  1.46106  1.87089  -2.11919
H  -0.76547  -2.64341  2.73747
H  0.69046  -1.72107  2.39406
H  -0.83557  -0.89078  2.70244

Computed properties:
Spin multiplicity ... 1
E_HOMO (spin up / spin down) ... -6.27 / -6.15 eV
Lowest unoccupied orbital energy (spin up / spin down) ... 0.815 / 0.817 eV
Orbital gap (spin up / spin down) ... 0.26026 / 0.25589 hartree

Atomic partial charges in e from the natural (NBO) method, atoms 1 to 2: number 1, C, carries 0.077; number 2, C, carries 0.131

[2]
C7H17N | ωB97M-V with the def2-TZVPD basis set

CARTESIAN COORDINATES (ANGSTROEM)
C  1.04775  2.34673  -0.61187
C  1.37471  1.13673  0.28778
C  1.08231  1.45876  1.77566
C  0.63096  -0.03516  -0.28645
N  0.47772  -1.18176  0.25641
C  -1.04724  -1.22519  0.08156
C  -2.01442  -0.11793  0.59695
C  -1.49028  -1.77509  -1.30955
H  0.00186  2.34008  -0.91667
H  1.26125  3.29120  -0.11186
H  1.66309  2.31219  -1.51089
H  2.45632  0.98612  0.19938
H  1.93528  1.28045  2.42205
H  0.86356  2.52151  1.80780
H  0.25132  0.85936  2.14597
H  0.55952  0.04459  -1.38963
H  -1.35509  -2.04254  0.73103
H  -2.80009  -0.04972  -0.14886
H  -1.57146  0.88314  0.56345
H  -2.44906  -0.33455  1.56638
H  -0.63165  -2.22138  -1.79389
H  -2.25216  -2.54006  -1.21572
H  -1.86907  -0.97508  -1.94141
H  2.30689  -3.47379  -0.58706
H  1.56797  -3.48859  -0.61058

Computed properties:
Spin multiplicity ... 1
E_HOMO ... -8.12 eV
Lowest unoccupied orbital energy ... 0.561 eV
Orbital gap ... 0.31907 hartree

Atomic partial charges in e from the natural (NBO) method, atoms 1 to 2: number 1, C, carries -0.600; number 2, C, carries -0.332

[3]
C7H17N | ωB97M-V with the def2-TZVPD basis set

CARTESIAN COORDINATES (ANGSTROEM)
C  0.64303  -0.22866  0.16956
C  1.17181  -1.56431  0.23216
C  0.45500  -2.35653  1.36225
C  2.65067  -1.43791  0.46509
C  -0.54266  0.35414  0.81447
N  -1.59243  0.87782  -0.13313
C  -1.15243  2.17021  -0.70434
C  -1.98939  2.52912  -1.91857
H  1.33346  0.47875  -0.28894
H  2.71747  -3.23455  -0.86409
H  0.98623  -2.11687  -0.73751
H  0.38815  -1.62987  2.17331
H  -0.55147  -2.60807  1.03446
H  0.97414  -3.23848  1.72397
H  3.17523  -1.29715  -0.47882
H  2.88705  -0.57276  1.11644
H  2.99305  -2.38143  0.90458
H  -0.29902  1.19631  1.47343
H  -1.04893  -0.34242  1.48196
H  -1.45467  0.22717  -0.90919
H  -1.25886  2.90289  0.09896
H  -0.08837  2.14933  -0.96395
H  -1.55095  2.05962  -2.80245
H  -2.15274  3.59326  -2.06307
H  -2.98173  2.07740  -1.84418

Computed properties:
Spin multiplicity ... 1
E_HOMO ... -6.78 eV
Lowest unoccupied orbital energy ... -1.813 eV
Orbital gap ... 0.18259 hartree

Atomic partial charges in e from the natural (NBO) method, atoms 1 to 2: number 1, C, carries 0.041; number 2, C, carries -0.343

[4]
C7H17N | ωB97M-V with the def2-TZVPD basis set

CARTESIAN COORDINATES (ANGSTROEM)
C  -0.46924  1.41103  0.26078
N  -0.35700  0.03185  0.79049
C  1.03142  -0.16440  1.20321
C  1.75333  -1.11435  0.26997
C  1.63973  -0.50462  -1.19418
C  1.09922  -2.50070  0.47604
C  -1.60920  1.50460  -0.72301
C  -2.96487  1.53970  -0.08985
H  -0.66666  2.01937  1.18556
H  0.41637  1.79263  -0.11371
H  1.77511  0.71164  1.36259
H  -1.11084  -0.27232  -3.64856
H  1.03191  -0.64727  2.21958
H  2.82950  -1.07301  0.52130
H  2.25771  0.37228  -1.21171
H  2.01456  -1.20715  -1.94041
H  0.65809  -0.11666  -1.37488
H  1.01225  -2.85080  -0.56654
H  0.00944  -2.40173  0.76198
H  1.60526  -3.23489  1.01410
H  -1.57907  1.84942  -1.80832
H  -1.36797  -0.58776  -3.01364
H  -2.50329  0.57649  -0.45837
H  -3.14361  1.64385  0.95619
H  -3.62209  2.17543  -0.63639

Computed properties:
Spin multiplicity ... 2
E_HOMO (spin up / spin down) ... -13.65 / -14.14 eV
Charge ... +1
Lowest unoccupied orbital energy (spin up / spin down) ... -6.549 / -6.552 eV
Orbital gap (spin up / spin down) ... 0.26106 / 0.27870 hartree

Atomic partial charges in e from the natural (NBO) method, atoms 1 to 2: number 1, C, carries -0.384; number 2, N, carries -0.203

[5]
C7H17N2O3 | ωB97M-V with the def2-TZVPD basis set

CARTESIAN COORDINATES (ANGSTROEM)
C  0.31813  -2.51347  0.44414
C  1.48999  -1.56779  0.65630
N  1.16103  -0.17171  0.30629
C  0.93991  0.04458  -1.12453
C  -0.31588  0.83120  -1.47395
N  -1.56332  0.00171  -1.30142
C  -2.07526  -0.08052  0.10798
O  -2.98618  0.98588  0.14651
O  -3.83185  0.76553  1.26403
C  2.03128  0.77117  0.92474
C  1.73811  2.22890  0.66574
O  2.91746  0.41086  1.64664
H  -0.48496  -2.29898  1.14996
H  0.64125  -3.53976  0.60496
H  -0.09056  -2.47731  -0.57152
H  1.75083  -1.56971  1.70945
H  2.38125  -1.90716  0.11981
H  1.78193  0.54706  -1.60888
H  0.87641  -0.93477  -1.60206
H  -0.44691  1.71082  -0.85099
H  -0.27708  1.15272  -2.51301
H  -2.32915  0.40309  -1.85283
H  -1.39561  -0.94208  -1.65581
H  -1.23004  0.04205  0.78547
H  -2.57447  -1.03576  0.26357
H  -3.45616  1.35647  1.93687
H  0.67805  2.44569  0.78952
H  2.04189  2.52323  -0.34123
H  2.30990  2.81807  1.37421

Computed properties:
Spin multiplicity ... 1
E_HOMO ... -13.05 eV
Charge ... +1
Lowest unoccupied orbital energy ... -3.270 eV
Orbital gap ... 0.35952 hartree

Atomic partial charges in e from the natural (NBO) method, atoms 1 to 2: number 1, C, carries -0.616; number 2, C, carries -0.232

[6]
C7H17N2O3S | ωB97M-V with the def2-TZVPD basis set

CARTESIAN COORDINATES (ANGSTROEM)
C  -1.01163  -1.75647  1.53907
C  0.03102  -0.66193  1.37776
N  -0.03560  0.16418  0.12542
C  0.09416  -0.60035  -1.08406
C  0.35818  0.21079  -2.29663
C  -1.04498  1.30293  -0.00497
C  -1.45551  2.05347  1.32587
S  1.78427  1.00342  0.34836
O  1.93820  1.12654  1.74065
O  1.73427  2.12094  -0.53508
N  3.10388  0.07823  -0.41237
C  3.43675  -1.23238  -0.18849
O  2.68514  -1.93815  0.42098
H  -1.00016  -2.43009  0.70205
H  -0.77726  -2.20972  2.41793
H  -2.02182  -1.24932  1.65632
H  0.97827  -1.10048  1.60449
H  -0.03591  -0.00734  2.21882
H  0.89921  -1.26853  -0.91821
H  -0.85290  -1.24101  -1.40471
H  -0.22886  0.97655  -2.56228
H  1.36915  0.65381  -2.21108
H  0.35253  -0.42771  -3.22173
H  -0.58734  2.10801  -0.54968
H  -1.78569  0.70840  -0.54799
H  -0.62175  2.07629  2.14138
H  -1.37456  3.06049  0.97873
H  -2.34164  1.70320  1.70548
H  3.82437  0.74083  -0.75253
H  4.45208  -1.50787  -0.42907

Computed properties:
Spin multiplicity ... 1
E_HOMO ... -14.74 eV
Charge ... +1
Lowest unoccupied orbital energy ... -5.009 eV
Orbital gap ... 0.35766 hartree

Atomic partial charges in e from the natural (NBO) method, atoms 1 to 2: number 1, C, carries -0.605; number 2, C, carries -0.265

[7]
C7H17N2Si | ωB97M-V with the def2-TZVPD basis set

CARTESIAN COORDINATES (ANGSTROEM)
C  1.36668  0.89653  2.30477
C  1.25450  0.19012  1.06780
C  2.48064  1.43743  2.70086
C  -2.09033  0.61551  1.35315
C  1.79617  -0.29357  -2.09677
C  -1.18199  0.79014  -2.04059
C  -0.67225  -2.22148  -1.32417
N  0.18657  -0.02977  0.44287
N  -1.83070  0.15757  2.56302
Si  0.06822  -0.41759  -1.26936
H  0.46458  1.04708  2.83795
H  2.24210  -0.10689  0.63195
H  3.36675  1.41187  2.16532
H  2.41474  2.10657  3.51864
H  -1.98247  1.69214  1.22155
H  -2.44789  0.05019  0.43942
H  1.94649  0.77724  -2.42515
H  2.71701  -0.46627  -1.47674
H  1.70962  -0.86826  -3.07704
H  -2.24609  0.34606  -2.14934
H  -1.23364  1.53034  -1.23862
H  -0.89344  1.00061  -3.12706
H  -1.16159  -2.48703  -0.37868
H  -1.47205  -2.17727  -2.02054
H  -0.00948  -2.93227  -1.72843
H  -1.69141  -0.81912  2.79811
H  -1.74302  0.95104  3.17007

Computed properties:
Spin multiplicity ... 1
E_HOMO ... -12.91 eV
Charge ... +1
Lowest unoccupied orbital energy ... -4.630 eV
Orbital gap ... 0.30417 hartree

Atomic partial charges in e from the natural (NBO) method, atoms 1 to 2: number 1, C, carries -0.290; number 2, C, carries 0.174

[8]
C7H17N4 | ωB97M-V with the def2-TZVPD basis set

CARTESIAN COORDINATES (ANGSTROEM)
C  3.08635  1.10286  0.29024
N  2.08988  -0.08746  0.23972
C  0.70869  0.33567  0.23865
C  0.15696  0.87238  -1.07862
C  -0.80746  -0.35075  -1.29487
C  -2.26707  -0.16036  -1.03876
N  -2.35501  0.29019  0.36344
N  -2.06416  1.61509  0.73451
N  -1.62621  -0.61229  1.07260
C  -0.26416  -0.84746  0.08559
C  -0.03602  -2.27045  0.50801
H  2.91637  1.88105  -0.50741
H  2.72512  1.73753  1.13425
H  4.05801  0.76812  0.24123
H  2.41647  -0.63930  0.98808
H  2.17122  -0.50482  -0.67487
H  0.66256  1.03500  1.07874
H  0.84958  1.02170  -1.90599
H  -0.34748  1.87823  -1.04646
H  -0.60176  -0.95280  -2.18528
H  -2.62376  0.55690  -1.66771
H  -2.85380  -1.00711  -0.99648
H  -2.60135  1.93379  1.48548
H  -1.04383  1.67256  1.10411
H  -2.13821  -1.53953  1.00240
H  -0.33538  -2.30160  1.57690
H  0.89129  -2.70063  0.33370
H  -0.76683  -2.72653  -0.08121

Computed properties:
Spin multiplicity ... 1
E_HOMO ... -11.87 eV
Charge ... +1
Lowest unoccupied orbital energy ... -3.171 eV
Orbital gap ... 0.31971 hartree

Atomic partial charges in e from the natural (NBO) method, atoms 1 to 2: number 1, C, carries -0.428; number 2, N, carries -0.482

[9]
C7H17NO | ωB97M-V with the def2-TZVPD basis set

CARTESIAN COORDINATES (ANGSTROEM)
C  0.07463  0.16242  -0.16133
C  -0.50549  -1.02869  0.50064
C  -2.12374  -0.52588  0.56765
C  0.12089  1.45497  0.59060
C  0.02711  0.26754  -1.65182
C  3.22041  0.35869  0.56417
C  -2.95125  -0.45459  -0.70308
N  2.06294  -0.50460  0.39594
O  -0.01083  -1.34355  1.68195
H  1.49750  -0.99037  1.29792
H  2.29763  -1.31608  -0.16487
H  -0.56118  -1.86953  -0.22396
H  -2.45633  -1.34641  1.20230
H  -2.19276  0.37788  1.17033
H  -0.78395  2.03761  0.39497
H  0.20451  1.25566  1.65758
H  0.95061  2.06721  0.23919
H  -0.69860  1.01235  -1.98597
H  1.00772  0.60048  -1.99746
H  -0.21648  -0.68270  -2.12574
H  4.05084  -0.14358  1.07400
H  2.94308  1.23042  1.15836
H  3.58914  0.71551  -0.40252
H  -4.01407  -0.43769  -0.44870
H  -2.74321  0.43472  -1.29800
H  -2.78913  -1.33178  -1.33213

Computed properties:
Spin multiplicity ... 1
E_HOMO ... -7.65 eV
Lowest unoccupied orbital energy ... 0.579 eV
Orbital gap ... 0.30256 hartree

Atomic partial charges in e from the natural (NBO) method, atoms 1 to 2: number 1, C, carries 0.491; number 2, C, carries 0.041

[10]
C7H17NO2 | ωB97M-V with the def2-TZVPD basis set

CARTESIAN COORDINATES (ANGSTROEM)
C  2.94498  -1.60492  -0.87634
C  1.48194  -1.58710  -0.57900
C  0.70805  -0.51922  -0.42741
C  -0.76467  -0.68799  -0.20162
C  -1.51067  0.36395  0.61425
C  -2.14672  -0.06767  1.90430
C  -1.63629  1.58172  0.08125
N  -2.31661  2.68239  0.66887
H  3.32058  -0.59767  -0.99730
H  3.22319  -2.06568  -1.82995
H  3.44092  -2.20268  -0.11971
H  0.96554  -2.54655  -0.56083
H  1.09929  0.48882  -0.43702
H  -1.00244  -1.67087  0.21577
H  -1.25021  -0.82016  -1.17590
H  -1.62078  0.35062  2.76154
H  -2.24276  -1.14313  2.02054
H  -3.19095  0.25360  1.92703
H  -0.98900  1.85469  -0.74265
H  -3.01531  2.34565  1.31500
H  -1.72706  3.36878  1.11327
O  2.56727  0.63737  1.47068
H  2.72596  -0.22191  1.87133
H  1.93697  1.11647  2.01768
O  -0.73789  0.30463  -3.30947
H  -0.27473  -0.35765  -3.84458
H  0.01142  0.74452  -2.87974

Computed properties:
Spin multiplicity ... 1
E_HOMO ... -8.11 eV
Lowest unoccupied orbital energy ... 0.626 eV
Orbital gap ... 0.32089 hartree

Atomic partial charges in e from the natural (NBO) method, atoms 1 to 2: number 1, C, carries -0.650; number 2, C, carries -0.188

[11]
C7H17NO2 | ωB97M-V with the def2-TZVPD basis set

CARTESIAN COORDINATES (ANGSTROEM)
C  -0.07133  -0.94575  -2.71403
C  -0.00248  -0.78950  -1.19932
C  1.38392  -1.13328  -0.62783
C  1.65331  -2.63239  -0.63454
O  1.52804  -0.71986  0.71285
H  -1.04960  -0.64176  -3.08111
H  0.09465  -1.97849  -3.01116
H  0.68281  -0.32725  -3.19871
H  -0.24421  0.24122  -0.93662
H  -0.74945  -1.42730  -0.72285
H  2.14714  -0.62796  -1.24694
H  1.64708  -3.03066  -1.64523
H  0.89520  -3.13980  -0.04233
H  2.62364  -2.82439  -0.18357
H  1.40358  0.24709  0.74772
C  -1.11062  0.16103  1.97760
C  -1.26258  1.42474  1.64251
C  -2.46736  2.27427  1.85350
O  -0.37475  2.32355  0.93916
N  0.95948  1.96623  0.58164
H  -0.21234  -0.40711  1.82339
H  -1.92565  -0.32779  2.48211
H  -2.19220  3.25015  1.40745
H  -2.67546  2.39156  2.91399
H  -3.33379  1.86519  1.34013
H  1.07611  2.30700  -0.37073
H  1.57687  2.50126  1.19292

Computed properties:
Spin multiplicity ... 1
E_HOMO ... -9.00 eV
Lowest unoccupied orbital energy ... 0.770 eV
Orbital gap ... 0.35902 hartree

Atomic partial charges in e from the natural (NBO) method, atoms 1 to 2: number 1, C, carries -0.608; number 2, C, carries -0.420

[12]
C7H17NO2 | ωB97M-V with the def2-TZVPD basis set

CARTESIAN COORDINATES (ANGSTROEM)
C  -2.00344  -0.93002  2.58852
C  2.26157  0.98197  0.81986
C  -1.45013  0.96081  -1.62419
C  1.63648  -1.31956  -1.60111
C  -1.97864  -0.25837  1.10909
C  1.90256  1.07364  -0.64396
C  -0.57314  -0.09829  -0.93918
N  -0.68759  -0.27689  0.48860
O  0.25829  -0.74262  1.11612
O  1.09809  0.06528  -1.31347
H  -1.81946  -1.97108  2.52501
H  -1.28470  -0.51161  3.25525
H  -2.94885  -0.80498  2.97550
H  1.31820  0.80822  1.39769
H  2.64982  2.00520  1.04141
H  2.95581  0.19627  1.13152
H  -2.48749  0.61673  -1.99592
H  -1.06638  1.35981  -2.54818
H  -1.58178  1.77447  -0.99560
H  1.28088  -1.75053  -2.52341
H  2.64380  -1.09382  -1.68970
H  1.68859  -2.13394  -0.72141
H  -2.70294  0.60447  1.28579
H  -2.43853  -0.63860  0.17729
H  1.23498  1.93112  -0.79149
H  2.77925  1.26294  -1.21819
H  -0.68528  -1.11064  -1.30586

Computed properties:
Spin multiplicity ... 3
E_HOMO (spin up / spin down) ... -18.92 / -19.99 eV
Charge ... +2
Lowest unoccupied orbital energy (spin up / spin down) ... -8.414 / -13.329 eV
Orbital gap (spin up / spin down) ... 0.38606 / 0.24483 hartree

Atomic partial charges in e from the natural (NBO) method, atoms 1 to 2: number 1, C, carries -0.593; number 2, C, carries -0.654

The records above give, respectively, ΔE to the lowest compared entry with this formula, charge and spin values of 126.7, 102.2, 163.0, 132.6, 0.0, 32.6, 27.5, 115.6, 87.0, 58.1, 79.6, 24.4 kcal/mol.
The records above give, respectively, DFT total energy values of -9019.7322, -9020.7934, -9018.1588, -9010.8661, -16647.8841, -27482.5416, -18384.5008, -13484.1191, -11069.3652, -13118.2194, -13117.2871, -13092.7463 eV.